Formula: C8H4N6
Source: the Open Molecules 2025 dataset
Level of theory: wB97M-V/def2-TZVPD

CARTESIAN COORDINATES (ANGSTROEM)
N (3.23369, -1.05534, -0.90550)
C (2.46648, -0.32036, -1.34812)
C (1.41167, 0.52342, -1.75388)
C (0.49087, 0.22034, -2.69691)
N (-0.39358, -0.05325, -3.49069)
C (1.45248, 1.74798, -1.10219)
N (1.47209, 2.73538, -0.52407)
H (-1.01764, -0.87391, -3.36850)
C (0.17685, 0.95522, 1.43429)
N (0.43960, -0.04430, 0.69618)
C (-0.41270, -1.22316, 0.76688)
C (-1.02627, -1.45927, -0.51544)
N (-1.54910, -1.43181, -1.53422)
C (-1.63286, -1.10324, 1.66224)
N (-2.63640, -0.98840, 2.18043)
H (-0.58079, 1.13185, 2.14522)
H (0.97451, 1.72369, 1.59312)
H (0.19673, -2.04007, 1.10869)

Properties
* frontier orbital gap: 0.34070 Ha
* F_max: 3.0 eV Å⁻¹
* molar mass: 184.162 g mol⁻¹
* charge: 0
* E_tot: -635.62327 hartree
* energy relative to the best compared isomer or geometry (same formula, charge and spin): 11.90 kcal/mol
* SMILES: N#CC(=C=N)C#N.C=NC(C#N)C#N

Atom charges from the natural (NBO) analysis, given in e for atoms 1 to 6: N -0.29; C 0.30; C -0.50; C 0.59; N -0.55; C 0.31